1.
100
Properties=species:S:1:pos:R:3:forces:R:3 method="wB97M-V/def2-TZVPD" spin_multiplicity=3 e_lumo_ha="-0.0713 / -0.0941" molar_mass_g_mol=959.9 s2=2.017 total_charge=+1 total_energy_ev=-71756.114 homo_ev="-9.6846 / -9.2533"
Re -0.3791 0.1136 1.1537 0.0733 -0.2571 0.3858
C 0.8777 0.9322 3.9010 0.0678 0.0221 -0.0088
N -0.3133 0.2241 3.3844 -0.0960 0.0769 0.0053
C -0.5448 -1.0899 4.0167 -0.0028 -0.0451 0.0048
C -0.0285 -2.1765 3.1386 0.0638 0.0615 -0.0009
N 0.4855 -1.9739 1.9505 -0.3793 0.0168 -0.0352
C 0.8309 -3.2443 1.4821 0.0916 0.0295 0.0151
C 1.4839 -3.6411 0.3191 0.0168 0.0065 0.0175
C 1.7045 -4.9908 0.1330 -0.0078 0.0162 0.0107
C 1.3020 -5.9384 1.0844 0.0134 -0.0068 -0.0143
C 0.6872 -5.5597 2.2601 -0.0018 0.0202 -0.0028
C 0.4692 -4.1999 2.4354 0.0506 -0.0399 -0.0490
N -0.0682 -3.4791 3.4883 0.0424 0.0285 -0.0209
C 2.0638 0.7621 3.0073 -0.0947 -0.0925 -0.0440
N 2.0351 0.2456 1.8085 0.0045 0.3462 0.0536
C 3.3386 0.3664 1.3285 -0.0079 -0.1010 0.0326
C 3.9114 -0.0606 0.1342 -0.0041 0.0390 -0.0239
C 5.2570 0.1760 -0.0585 -0.0202 -0.0044 0.0077
C 6.0368 0.8124 0.9171 0.0168 0.0027 0.0069
C 5.4922 1.2197 2.1181 0.0017 0.0229 -0.0159
C 4.1356 0.9831 2.2964 0.0776 -0.0465 0.0115
N 3.2885 1.2189 3.3660 -0.0168 -0.0371 -0.0089
H 0.6444 1.9963 3.9580 0.0077 -0.0266 -0.0576
H 1.1177 0.5856 4.9115 -0.0217 0.0436 -0.0186
H -1.1263 0.8140 3.5567 0.0460 -0.0405 0.0596
H -0.0576 -1.1387 4.9957 -0.0477 -0.0024 -0.0179
H -1.6172 -1.2289 4.1634 0.0402 0.0063 -0.0495
H 1.8190 -2.9167 -0.4063 0.0004 -0.0241 0.0356
H 2.2080 -5.3269 -0.7626 0.0119 -0.0106 -0.0236
H 1.4921 -6.9861 0.8996 0.0065 -0.0238 -0.0042
H 0.3972 -6.2859 3.0063 -0.0099 -0.0194 0.0206
H -0.4539 -3.8527 4.3383 0.0062 -0.0008 0.0075
H 3.3199 -0.5570 -0.6191 0.0394 0.0257 0.0360
H 5.7246 -0.1407 -0.9801 0.0199 -0.0087 -0.0297
H 7.0880 0.9783 0.7282 0.0250 0.0018 -0.0034
H 6.0948 1.6967 2.8788 0.0126 0.0040 0.0136
H 3.5308 1.6487 4.2416 0.0061 -0.0022 -0.0048
O 0.7426 2.3813 1.4279 0.0743 -0.1233 0.0013
N 0.0504 3.4839 1.2388 -0.0301 -0.0096 -0.0076
C 0.7194 4.6505 1.1077 -0.0177 0.0891 -0.0190
C 0.0456 5.8269 0.9219 -0.0198 -0.0324 -0.0070
C -1.3506 5.8035 0.8641 0.0523 0.0025 0.0131
C -2.0099 4.6047 0.9810 -0.0003 -0.0074 0.0088
C -1.2956 3.4142 1.1628 -0.0393 0.0216 0.0108
S -2.0518 1.8733 1.2748 -0.0160 -0.0383 -0.0853
H 1.7927 4.5497 1.1584 0.0062 0.0072 0.0075
H 0.6040 6.7444 0.8176 0.0058 0.0241 0.0002
H -1.9078 6.7175 0.7189 -0.0127 0.0281 -0.0094
H -3.0871 4.5435 0.9226 -0.0152 -0.0053 -0.0025
C 0.0123 -1.2481 -4.3944 -0.0490 0.0517 -0.0491
C 0.1726 -1.3155 -2.8763 0.0408 0.0015 0.0218
C -0.4739 -2.6123 -2.3969 -0.0100 0.0092 0.0709
C 1.6662 -1.3639 -2.5578 -0.0442 0.0102 0.0628
Sb -0.6232 0.3461 -1.6405 0.0328 -0.0141 -0.1206
C 0.5159 2.0888 -2.4024 0.0014 0.0513 0.0168
C -0.2729 3.3812 -2.1872 -0.0185 -0.0007 0.0174
C 1.8212 2.1562 -1.6079 -0.0182 -0.0164 -0.0266
C 0.8485 2.0113 -3.8900 -0.0067 -0.0499 0.0210
C -2.7043 0.5945 -2.3462 -0.0288 -0.0120 0.0026
C -2.8644 0.1347 -3.7918 -0.0182 -0.0245 0.0125
C -3.5941 -0.2741 -1.4585 -0.0002 0.0048 -0.0503
C -3.1921 2.0411 -2.2544 0.0053 -0.0138 -0.0615
H 0.5225 -2.1222 -4.8104 0.0489 -0.0323 -0.0299
H 0.4684 -0.3701 -4.8417 -0.0162 0.0339 0.0029
H -1.0218 -1.3018 -4.7224 0.0996 -0.0367 0.0227
H -0.0867 -3.4445 -2.9930 0.0163 -0.0308 -0.0244
H -1.5595 -2.6081 -2.5066 -0.0374 0.0106 -0.0005
H -0.2292 -2.8261 -1.3582 -0.0466 0.0171 -0.0537
H 2.0942 -2.3015 -2.9265 0.0101 -0.0464 -0.0075
H 1.8406 -1.3077 -1.4821 -0.0384 -0.0083 -0.0821
H 2.2124 -0.5488 -3.0301 0.0278 0.0474 -0.0200
H -0.7437 3.4501 -1.2095 -0.0106 -0.0015 0.0162
H -1.0485 3.5090 -2.9397 0.0595 0.0068 0.0384
H 0.4150 4.2262 -2.2885 0.0365 0.0257 0.0110
H 1.6610 2.1853 -0.5302 -0.0076 -0.0159 -0.0102
H 2.3619 3.0636 -1.8979 0.0192 0.0265 -0.0328
H 2.4751 1.3143 -1.8300 0.0149 -0.0549 0.0067
H -0.0346 1.8742 -4.5149 -0.0324 -0.0077 -0.0107
H 1.5661 1.2258 -4.1167 0.0053 -0.0401 -0.0110
H 1.3118 2.9581 -4.1838 0.0155 0.0388 -0.0136
H -2.7532 -0.9449 -3.8888 -0.0119 0.0181 0.0128
H -2.1708 0.6243 -4.4762 0.0054 0.0180 -0.0049
H -3.8783 0.3818 -4.1194 -0.0480 0.0117 -0.0080
H -3.2913 -1.3220 -1.4522 0.0001 0.0274 -0.0203
H -4.6160 -0.2283 -1.8471 -0.0454 0.0078 -0.0226
H -3.6132 0.0756 -0.4285 0.0104 0.0098 0.0297
H -2.7896 2.6610 -3.0540 -0.0191 -0.0386 0.0249
H -2.9744 2.5072 -1.2968 0.0192 0.0274 0.0688
H -4.2793 2.0315 -2.3760 -0.0474 -0.0025 -0.0002
C -4.3284 -2.8484 1.7739 -0.0291 -0.0089 0.0100
C -3.2909 -3.1829 0.9171 0.0361 -0.0359 0.0019
C -2.2282 -2.3133 0.7334 0.1168 0.0004 0.0046
C -2.1354 -1.0656 1.3697 -0.0768 0.0156 -0.0151
C -3.1997 -0.7719 2.2404 0.0922 0.0250 -0.0120
C -4.2697 -1.6364 2.4400 -0.0421 0.0011 0.0078
H -5.1636 -3.5195 1.9198 -0.0231 -0.0167 0.0073
H -3.3045 -4.1274 0.3876 -0.0001 -0.0239 -0.0172
H -1.4388 -2.6277 0.0658 -0.0084 0.0028 0.0173
H -3.2261 0.1626 2.7893 0.0171 0.0838 -0.0171
H -5.0647 -1.3508 3.1174 -0.0155 0.0108 0.0118

---

2.
125
Properties=species:S:1:pos:R:3:forces:R:3 method="wB97M-V/def2-TZVPD" e_lumo_ha="-0.3357 / -0.3346" molar_mass_g_mol=1233.0 total_charge=+3 total_energy_ev=-230150.362 homo_ev="-15.0169 / -15.0169"
Ti 0.0499 0.6057 -0.4236 0.3873 -0.0451 0.4549
C 0.1550 3.0050 4.9450 -0.1532 0.5158 0.6825
N 0.4712 2.0881 3.8794 0.1097 -0.3191 -0.7652
C 1.0352 0.8671 4.0622 0.0301 -0.6087 -0.2583
C 1.1225 0.2873 2.8285 0.1228 -0.0806 0.4555
N 0.5985 1.1247 1.8868 -0.2347 0.0709 -0.3373
C 0.2344 2.2237 2.5531 -0.0773 0.4710 -0.2232
P -0.4954 3.7485 1.8458 -0.1451 -0.8066 -0.4782
C 0.3179 3.7342 0.2020 -0.1812 0.1420 0.5808
N 0.5622 2.7095 -0.6307 -0.1042 0.0454 0.0498
C 1.2736 3.2427 -1.6691 0.2740 0.2787 -0.3564
C 1.4225 4.5851 -1.4794 0.1429 -0.4345 -0.4613
N 0.8234 4.8821 -0.3030 0.0020 -0.8741 -0.0547
C 0.7581 6.2185 0.2279 -0.1268 0.9584 0.3096
C -2.0104 2.9087 1.2928 0.3786 0.2082 0.0701
N -2.0595 1.8464 0.4846 0.4410 -0.0505 -0.1058
C -3.3873 1.5436 0.3898 -0.4608 0.0289 0.1654
C -4.1187 2.4107 1.1496 -0.1722 -0.4877 -0.3232
N -3.2396 3.2703 1.7165 0.5354 -0.3703 -0.4505
C -3.5755 4.3622 2.5904 -0.2751 0.6283 0.5383
H 1.0561 3.2625 5.5036 -0.0342 0.0117 -0.1161
H -0.5528 2.5439 5.6369 0.0309 0.0231 -0.1281
H -0.2896 3.9154 4.5436 0.0947 -0.0867 0.0314
H 1.3164 0.4906 5.0265 0.0613 0.0324 0.1718
H 1.5939 -0.6462 2.5768 0.0050 0.0220 0.0652
H 1.6825 2.6513 -2.4691 -0.1279 0.0264 -0.0013
H 1.8957 5.3319 -2.0864 0.0970 0.1040 -0.0888
H 1.7170 6.7154 0.0803 -0.0377 -0.1106 0.0413
H 0.5285 6.2101 1.2920 0.0321 -0.0564 -0.1026
H -0.0060 6.7943 -0.2990 0.0270 -0.0899 0.0754
H -3.7620 0.7446 -0.2199 -0.0172 0.0536 0.0633
H -5.1741 2.4695 1.3161 -0.2446 0.0579 0.0373
H -4.3428 4.9868 2.1332 0.0777 -0.0377 -0.0286
H -2.6898 4.9719 2.7727 -0.1570 -0.0521 0.0055
H -3.9605 3.9897 3.5415 0.0825 -0.0066 -0.0766
C -0.5478 -2.5800 2.1383 0.1149 0.1721 -0.0675
C -2.0108 -2.5549 1.7445 0.0763 -0.2197 -0.2573
C -2.4083 -1.2696 1.0227 0.0304 0.2860 0.0092
Sb -2.0714 -1.5665 -1.1570 -1.6188 0.5135 0.2988
C -3.3105 -0.2434 -2.3456 0.5083 -0.3269 0.2481
C -2.9706 1.0901 -2.5156 0.1791 0.0840 0.2088
C -3.7378 1.9104 -3.3234 0.0504 0.0942 0.1311
C -4.8320 1.3912 -3.9951 -0.0110 -0.0174 0.0064
C -5.1287 0.0432 -3.8876 -0.0503 -0.0184 -0.0704
C -4.3609 -0.7751 -3.0778 -0.1007 -0.1965 0.1169
C -3.5686 -3.1287 -0.9831 0.5354 -0.1623 -0.2554
C -3.2847 -4.4688 -1.1618 0.2791 -0.0111 -0.1423
C -4.2822 -5.4148 -0.9713 -0.0418 -0.0554 0.0077
C -5.5578 -5.0170 -0.6125 0.0291 -0.0488 -0.0173
C -5.8344 -3.6722 -0.4279 -0.0386 0.0306 0.0350
C -4.8412 -2.7254 -0.5997 0.1006 0.4784 0.0163
Sb 0.7263 -2.1934 0.4164 0.3384 -1.2875 0.9671
C 2.6359 -2.8289 1.1994 -0.3534 0.5145 -0.2667
C 2.9244 -2.9200 2.5521 -0.2606 0.1202 0.0962
C 4.1521 -3.4171 2.9600 0.0121 -0.0386 0.0948
C 5.0813 -3.8352 2.0227 0.0250 0.0180 0.0248
C 4.7917 -3.7528 0.6706 0.0515 -0.0042 0.0168
C 3.5748 -3.2392 0.2622 -0.1213 0.0350 -0.2677
C 0.4329 -4.1179 -0.5421 -0.0536 0.7469 -0.1417
C 0.2965 -4.2755 -1.9132 0.0092 0.2586 -0.1462
C 0.1731 -5.5437 -2.4616 0.0029 -0.0101 -0.0515
C 0.1934 -6.6557 -1.6385 0.0071 0.0228 -0.0018
C 0.3511 -6.4992 -0.2710 -0.0264 -0.0507 0.1019
C 0.4744 -5.2350 0.2802 0.0113 0.1595 0.2557
H -0.2792 -3.5503 2.5625 0.1709 0.1386 -0.1042
H -0.3650 -1.8057 2.8870 0.1312 -0.1090 -0.0699
H -2.6074 -2.6582 2.6562 -0.0357 0.0030 -0.0838
H -2.2367 -3.4260 1.1195 -0.0720 0.0069 0.2160
H -1.8035 -0.4280 1.4013 -0.3066 -0.1423 0.0899
H -3.4633 -1.0628 1.2062 0.1253 0.2111 -0.1841
H -2.0969 1.5065 -1.9991 -0.4264 -0.0173 -0.2221
H -3.4729 2.9511 -3.4331 0.0022 0.1225 -0.0412
H -5.4390 2.0285 -4.6172 -0.0668 0.0972 -0.0911
H -5.9567 -0.3807 -4.4334 -0.0990 -0.0157 -0.0848
H -4.5894 -1.8288 -3.0111 -0.1025 -0.0281 -0.0375
H -2.2898 -4.7788 -1.4465 0.0579 -0.1198 -0.0365
H -4.0575 -6.4605 -1.1095 0.0267 -0.1168 -0.0253
H -6.3405 -5.7470 -0.4779 -0.0496 -0.0932 0.0141
H -6.8284 -3.3555 -0.1537 -0.1031 0.0421 0.0484
H -5.0730 -1.6747 -0.4556 -0.0388 -0.0755 -0.0164
H 2.1903 -2.6425 3.3013 0.0216 0.0126 0.0236
H 4.3704 -3.4934 4.0138 0.0407 -0.0374 0.1084
H 6.0281 -4.2364 2.3422 0.1468 -0.0658 0.0799
H 5.5079 -4.1017 -0.0569 0.0663 -0.0104 -0.0984
H 3.3391 -3.1956 -0.7956 0.0417 -0.0585 -0.0672
H 0.3035 -3.4160 -2.5749 -0.0287 0.0018 0.0213
H 0.0675 -5.6608 -3.5281 0.0053 -0.0069 -0.1477
H 0.1008 -7.6451 -2.0558 -0.0127 -0.1149 -0.0832
H 0.3834 -7.3673 0.3685 -0.0018 -0.0781 0.0931
H 0.6158 -5.1238 1.3486 0.0201 -0.1055 -0.0053
C 6.6046 2.6906 1.4729 -0.5123 0.0714 0.2041
Ge 4.7485 2.7771 2.1111 -0.3600 -0.1569 -0.1152
C 4.1629 4.5873 2.6674 0.3061 -0.4679 -0.1636
C 4.3952 1.4923 3.5704 0.2012 0.3600 -0.3508
C 3.3918 2.4076 0.6159 0.2321 0.0559 0.3171
Se 2.8853 0.5717 0.1993 0.2370 0.1169 0.3241
C 4.3028 0.2127 -1.0814 -0.2237 -0.0308 -0.3483
H 7.2545 2.9839 2.2926 0.0885 0.0279 0.0974
H 6.7764 3.3748 0.6488 -0.0080 0.0663 -0.1349
H 6.8812 1.6843 1.1738 -0.0053 -0.1244 -0.0490
H 4.7323 4.8997 3.5361 0.0862 0.0628 0.1625
H 3.1093 4.5931 2.9374 -0.1675 -0.0837 0.0377
H 4.3270 5.3248 1.8885 0.0403 0.0778 -0.1688
H 5.1745 1.5965 4.3209 0.1085 -0.0118 0.0657
H 4.3948 0.4643 3.2159 0.0035 -0.1052 -0.0618
H 3.4438 1.7013 4.0490 -0.0812 0.0616 0.0075
H 3.6802 2.8878 -0.3200 0.0131 0.0037 0.0385
H 2.4755 2.8787 0.9737 0.0925 -0.0217 -0.0293
H 4.1969 0.8290 -1.9754 -0.0004 -0.0789 0.0712
H 4.2714 -0.8459 -1.3356 -0.0238 0.0881 -0.0048
H 5.2489 0.4333 -0.5877 -0.1245 0.0249 0.0708
C 0.7220 0.0621 -2.3912 0.8188 -0.0456 -0.0744
C -0.1653 0.2146 -3.5831 -0.4272 0.1347 -0.3028
C -0.6832 -0.9190 -4.2220 0.2530 0.0316 0.1039
C -1.4694 -0.8222 -5.3563 0.0381 0.0045 0.0778
C -1.7699 0.4217 -5.8862 0.0595 0.0780 0.0779
C -1.2418 1.5552 -5.2885 0.0885 0.0217 -0.1019
C -0.4535 1.4591 -4.1562 0.2211 -0.1411 0.1397
H 1.6395 0.6488 -2.5559 -0.1940 -0.1062 0.2466
H 1.0609 -0.9917 -2.3608 -0.0918 0.4219 0.2702
H -0.4081 -1.9063 -3.8662 -0.0564 -0.0006 0.0819
H -1.8255 -1.7190 -5.8385 -0.0678 -0.1001 -0.0390
H -2.3906 0.5077 -6.7642 -0.0314 0.0032 -0.1002
H -1.4330 2.5257 -5.7186 -0.0624 0.1236 -0.0377
H -0.0615 2.3717 -3.7216 -0.0311 -0.0509 0.0002

---

Relative energy (zero: lowest compared OMol25 entry of this formula, charge and spin)? In order: 0.9201, 1.6516 eV.